No. 1
An isolated molecule of C8H5N5O in a non-equilibrium geometry, computed with the ωB97M-V functional and the def2-TZVPD basis.

## Properties
Structure (SMILES): O=c1[nH]c2ccccc2n2nnnc12
Strongest force on any atom (eV Å⁻¹): 3.21
Total charge: 0
ΔE to the lowest compared entry with this formula, charge and spin (kcal per mole): 1.8

Last column: natural (NBO) charge in e.
Cartesian coordinates (Å):
O 0.53448 -2.77781 2.29873  -0.535
C 0.39752 -1.71020 1.73616  0.613
N -0.69437 -1.59433 0.85918  -0.575
C -0.73339 -0.54423 -0.08307  0.138
C -1.79897 -0.40737 -1.01904  -0.237
C -1.81869 0.60392 -1.98164  -0.183
C -0.75555 1.52870 -2.03158  -0.218
C 0.28598 1.45657 -1.07924  -0.209
C 0.29106 0.43112 -0.10522  0.143
N 1.29730 0.37216 0.85571  -0.175
N 2.24901 1.27602 1.10473  -0.046
N 3.01651 0.77901 2.02314  -0.035
N 2.49496 -0.41496 2.45922  -0.234
C 1.38001 -0.63528 1.78753  0.199
H -1.36774 -2.34775 0.85111  0.434
H -2.56486 -1.15020 -1.07920  0.220
H -2.61540 0.64463 -2.72173  0.227
H -0.73141 2.31820 -2.76771  0.225
H 1.13355 2.17179 -1.10711  0.249

***

No. 2
A cluster of 2 separate species, CH3O3 in total in a non-equilibrium geometry, computed with the ωB97M-V functional and the def2-TZVPD basis.

## Properties
Strongest force on any atom (eV Å⁻¹): 3.62
Total charge: -1
ΔE to the lowest compared entry with this formula, charge and spin (kcal per mole): 13.6

Last column: natural (NBO) charge in e.
Cartesian coordinates (Å):
O 2.22475 1.36498 0.37318  -0.975
H 1.50530 1.79487 0.96403  0.470
O -2.60037 -0.70229 -0.57995  -0.764
C -1.38461 -0.94281 -0.29842  0.624
O -0.33208 -0.16236 -0.08937  -0.860
H -1.13889 -2.00893 -0.37388  0.004
H 1.72591 0.65654 0.00440  0.503

***

No. 3
A structure of composition C10H30ClO10Zn in a non-equilibrium geometry, computed with the ωB97M-V functional and the def2-TZVPD basis.

## Properties
Strongest force on any atom (eV Å⁻¹): 2.63
Total charge: +1
ΔE to the lowest compared entry with this formula, charge and spin (kcal per mole): 0.0

Last column: natural (NBO) charge in e.
Cartesian coordinates (Å):
Zn -1.57476 -0.47595 -1.91977  1.671
Cl -0.04493 0.11687 -0.40790  -0.758
C -2.55609 0.03703 2.98801  -0.083
C -1.37866 0.84874 3.48276  -0.093
O -0.13588 0.39947 2.96439  -0.721
O -2.46370 -1.30911 3.37478  -0.728
H -2.71081 0.14957 1.89850  0.120
H -3.46574 0.45757 3.43062  0.186
H -1.33586 0.71487 4.56288  0.199
H -1.48806 1.91942 3.26801  0.161
H -0.14853 0.46882 2.00707  0.452
H -1.98024 -1.82581 2.71952  0.491
C -2.04211 -3.36752 -0.66103  -0.103
C -1.21111 -3.79298 0.51621  -0.104
O -1.04007 -2.76407 1.44284  -0.717
O -1.29305 -2.46294 -1.51203  -0.886
H -2.91259 -2.87279 -0.23053  0.205
H -2.37023 -4.20295 -1.27821  0.202
H -0.24412 -4.24050 0.24336  0.179
H -1.71527 -4.63703 0.99538  0.219
H -0.46688 -2.08854 1.05428  0.487
H -0.39058 -2.82773 -1.67170  0.545
C -2.58355 4.75387 -0.92652  -0.091
C -2.06467 3.66431 -0.05307  -0.094
O -0.74205 3.32631 -0.53666  -0.729
O -1.73807 5.89719 -0.87833  -0.707
H -3.64496 4.97759 -0.74568  0.178
H -2.63755 4.41549 -1.97589  0.160
H -2.72013 2.78295 -0.05017  0.146
H -1.88786 3.94759 0.98717  0.188
H -0.62544 2.39313 -0.32614  0.464
H -2.28550 6.67928 -0.77163  0.478
C 3.54269 0.44160 1.43527  -0.092
C 4.66299 1.21699 0.76111  -0.095
O 5.83803 1.21897 1.57043  -0.711
O 3.24446 -0.77206 0.73275  -0.732
H 2.63576 1.03868 1.54393  0.167
H 3.81595 0.14450 2.44892  0.202
H 4.22139 2.22828 0.71341  0.161
H 4.84527 0.89813 -0.26669  0.170
H 6.35232 1.99394 1.32582  0.473
H 2.33337 -0.72401 0.44190  0.457
C 1.56629 -2.53966 -3.26480  -0.114
C 1.29391 -1.06463 -3.39755  -0.094
O -0.15756 -0.84019 -3.48208  -0.853
O 1.31725 -2.98559 -1.95375  -0.748
H 2.54346 -2.75998 -3.70745  0.223
H 0.91213 -3.05688 -3.98819  0.181
H 1.72840 -0.64954 -4.30542  0.215
H 1.64787 -0.48173 -2.55083  0.234
H -0.46322 -0.81608 -4.39551  0.516
H 2.01830 -3.57293 -1.65178  0.521

***

No. 4
A cluster of 2 separate species, C19H16F4O5 in total in a non-equilibrium geometry, computed with the ωB97M-V functional and the def2-TZVPD basis.

## Properties
Strongest force on any atom (eV Å⁻¹): 1.97
Total charge: 0
ΔE to the lowest compared entry with this formula, charge and spin (kcal per mole): 40.0

Last column: natural (NBO) charge in e.
Cartesian coordinates (Å):
C 1.90380 2.01840 -0.98133  -0.246
O 0.88729 1.35560 -0.11764  -0.503
C 1.05522 0.35978 0.72002  0.207
C 0.66020 0.60239 2.15214  0.720
O 0.81823 -0.21376 3.02985  -0.579
O 0.09565 1.81614 2.34264  -0.507
C -0.32606 2.10298 3.68997  -0.264
C 2.22478 -0.56522 0.56696  0.706
O 2.83856 -1.10714 1.45624  -0.541
O 2.58263 -0.70948 -0.73739  -0.527
C 3.58466 -1.71408 -0.94959  -0.263
H 1.29195 2.52182 -1.72627  0.205
H 2.45082 2.74710 -0.38010  0.192
H 2.55480 1.27717 -1.44089  0.215
H -1.10131 2.86676 3.61914  0.198
H -0.72332 1.19760 4.15526  0.207
H 0.52416 2.47990 4.26789  0.192
H 3.67794 -1.80599 -2.03526  0.198
H 4.53063 -1.40452 -0.48218  0.199
H 3.23729 -2.65140 -0.49871  0.204
F -3.33080 3.16137 -1.43536  -0.330
C -3.12298 2.22615 -0.44257  0.426
C -3.62402 2.51462 0.82731  -0.343
C -3.35267 1.55567 1.80752  0.409
F -3.79738 1.79940 3.09575  -0.334
C -2.60240 0.41436 1.57317  -0.264
C -1.98974 0.21271 0.29300  -0.048
C -1.04937 -0.86098 0.20761  -0.134
C -0.54165 -1.51277 -0.96245  -0.037
C -0.06014 -2.85055 -0.79983  -0.282
C 0.58815 -3.48282 -1.85032  0.416
F 1.21271 -4.69169 -1.60591  -0.332
C 0.72682 -2.91780 -3.12116  -0.362
C 0.19531 -1.63634 -3.26890  0.432
F 0.39345 -0.99732 -4.47562  -0.332
C -0.43904 -0.93308 -2.25001  -0.297
C -2.38870 1.08373 -0.75296  -0.276
H -4.19045 3.41779 1.04769  0.254
H -2.47226 -0.33335 2.36455  0.240
H -1.00877 -1.48838 1.10765  0.230
H -0.19369 -3.36279 0.15903  0.239
H 1.24054 -3.43606 -3.92908  0.253
H -0.81491 0.06843 -2.44919  0.228
H -2.14590 0.87565 -1.79065  0.227

***

No. 5
A structure of composition C15H26AuN3O3 in a non-equilibrium geometry, computed with the ωB97M-V functional and the def2-TZVPD basis.

## Properties
Strongest force on any atom (eV Å⁻¹): 2.63
Total charge: +2
DFT total energy (eV): -30260.1774

Last column: natural (NBO) charge in e.
Cartesian coordinates (Å):
Au -0.55273 0.90210 -0.36782  0.971
C 0.01897 -1.53170 -4.13922  -0.692
C 0.09987 -0.88020 -2.80672  0.237
N -0.95083 -0.44420 -2.18772  -0.235
O -2.13263 -0.45840 -2.89052  -0.522
C 1.37387 -0.77830 -2.12992  0.133
C 2.54147 -1.64770 -2.49112  -0.659
N 1.49557 0.09760 -1.18992  0.131
O 2.44377 0.40530 -0.47352  -0.249
H -0.80503 -1.11270 -4.71422  0.277
H -0.19143 -2.59580 -4.00982  0.265
H 0.94967 -1.43270 -4.68972  0.251
H -2.87123 -0.40850 -2.26712  0.497
H 2.24817 -2.69290 -2.55762  0.253
H 3.32127 -1.52640 -1.74052  0.260
H 2.95437 -1.35000 -3.45342  0.270
C -1.22293 -2.59200 1.07708  -0.429
N 0.02987 -2.76530 1.83148  -0.334
C -0.23723 -3.18810 3.21928  -0.432
C 0.90587 -1.54830 1.74518  -0.245
C 0.31127 -0.31770 2.38438  -0.071
C 0.55377 -0.12090 3.74928  -0.199
C 0.04037 0.96840 4.41988  -0.193
C -0.70703 1.91140 3.74318  -0.143
C -0.93723 1.74460 2.37948  -0.272
C -0.41543 0.65660 1.70988  -0.235
H -1.78483 -3.52440 1.07088  0.246
H -1.00653 -2.29920 0.05018  0.225
H -1.82963 -1.82140 1.54938  0.245
H 0.55717 -3.52570 1.38808  0.436
H -0.80863 -2.42140 3.73848  0.247
H 0.69787 -3.35660 3.75038  0.242
H -0.80493 -4.11700 3.21668  0.246
H 1.10697 -1.36990 0.68948  0.218
H 1.84977 -1.78240 2.24408  0.246
H 1.17797 -0.82820 4.27448  0.223
H 0.22307 1.08370 5.47808  0.248
H -1.11623 2.77190 4.24718  0.247
H -1.52843 2.48830 1.86508  0.236
C -0.75883 5.24540 -2.05822  -0.647
C -0.02773 3.94020 -1.81412  -0.064
O -0.95803 2.85880 -1.63652  -0.798
H -0.05093 6.06670 -2.06232  0.250
H -1.48433 5.42700 -1.26912  0.224
H -1.27383 5.23340 -3.01632  0.218
H 0.56837 3.98370 -0.90082  0.191
H 0.63767 3.69650 -2.65102  0.181
H -1.65043 2.95620 -2.30402  0.505

***

No. 6
A cluster of 7 separate species, C47H51N2O7P2S in total in a non-equilibrium geometry, computed with the ωB97M-V functional and the def2-TZVPD basis.

## Properties
Strongest force on any atom (eV Å⁻¹): 1.50
Total charge: +1
ΔE to the lowest compared entry with this formula, charge and spin (kcal per mole): 0.0

Last column: Mulliken charge in e.
Cartesian coordinates (Å):
C -1.47046 -5.35746 -3.28106  0.060
C -0.89774 -4.34105 -2.99817  -2.265
C 0.03980 -3.27320 -2.97236  1.277
C -0.21144 -2.01803 -3.53732  0.099
S -1.82773 -1.69834 -4.28847  1.733
C -1.62032 -0.57799 -5.63677  -1.254
O -2.55484 -1.06829 -3.22647  -0.483
O -2.33945 -2.91682 -4.83169  -0.713
C 0.74749 -1.03183 -3.39944  0.901
C 0.57903 0.40147 -3.81242  -0.448
O 1.11346 0.87813 -4.74942  -0.445
O -0.22638 1.10241 -2.96697  -0.473
P 0.15116 1.08948 -1.39507  0.841
N 0.06007 -0.29233 -0.73899  -0.258
O 1.63366 1.65011 -1.38447  -0.294
O -0.78444 2.23308 -0.84377  -0.608
C 1.93329 -1.31460 -2.74510  -0.293
C 2.14161 -2.54588 -2.19595  0.017
P 3.74006 -2.70872 -1.30059  0.604
O 4.84956 -2.84140 -2.25235  -0.698
N 1.19722 -3.50071 -2.31413  0.147
C 1.39957 -4.83144 -1.70988  -1.312
C 0.66306 -4.97334 -0.38569  -0.614
H -2.06401 -6.22388 -3.45958  0.533
H -0.59700 -0.49047 -5.97868  0.472
H -1.94999 0.39435 -5.27902  0.389
H -2.28986 -0.92441 -6.41483  0.500
H -0.60546 -0.28652 0.02265  0.182
H 1.72290 2.51736 -1.81081  0.295
H -0.43879 2.58640 -0.01287  0.377
H 2.67615 -0.54103 -2.61372  0.603
H 3.57927 -3.75144 -0.38371  0.130
H 3.71563 -1.55045 -0.51348  0.097
H 2.45842 -4.97003 -1.54038  0.706
H 1.11404 -5.58154 -2.43949  0.483
H -0.40827 -5.08090 -0.52068  0.055
H 1.06249 -5.82739 0.14890  0.451
H 0.80843 -4.07064 0.20619  0.238
C -6.00018 1.06961 -5.10496  -0.632
C -7.05984 1.16812 -5.99576  -0.344
C -7.59318 0.02150 -6.56794  -0.445
C -7.07157 -1.22381 -6.24619  -0.400
C -6.01382 -1.32327 -5.35294  -0.477
C -5.47651 -0.17619 -4.78456  -0.101
H -5.58407 1.96402 -4.65861  0.372
H -7.47151 2.13767 -6.24335  0.376
H -8.41759 0.09853 -7.26439  0.368
H -7.49209 -2.11684 -6.68956  0.370
H -5.60778 -2.29401 -5.09671  0.394
H -4.65432 -0.25432 -4.08654  0.551
C -3.17910 -4.16793 -0.32734  0.059
C -3.60463 -2.85016 -0.22067  -0.496
C -4.26091 -2.42949 0.92775  -0.608
C -4.48628 -3.32184 1.96688  -0.354
C -4.05982 -4.63826 1.85919  -0.637
C -3.40713 -5.06260 0.71041  -0.580
H -2.67088 -4.49636 -1.22172  0.302
H -3.42654 -2.15506 -1.03182  0.586
H -4.59950 -1.40512 1.01230  0.491
H -4.99603 -2.99107 2.86211  0.367
H -4.23690 -5.33236 2.66996  0.418
H -3.07761 -6.09124 0.62579  0.418
C 0.91159 -0.89836 4.84900  -0.387
C 1.97248 -1.69725 4.45039  -0.471
C 2.41619 -1.65508 3.13486  -0.352
C 1.80116 -0.81611 2.21712  -0.024
C 0.73785 -0.01880 2.62076  -0.108
C 0.29559 -0.05580 3.93317  -0.803
H 0.56225 -0.93118 5.87262  0.446
H 2.45626 -2.35067 5.16400  0.402
H 3.24937 -2.27665 2.83018  0.381
H 2.14080 -0.77163 1.18974  0.142
H 0.26341 0.64165 1.90678  0.288
H -0.53520 0.56500 4.24366  0.451
C -5.32750 -2.16878 5.85854  -0.328
C -4.28603 -2.75701 6.56250  -0.475
C -2.97857 -2.60677 6.12213  -0.548
C -2.71192 -1.86326 4.98093  -0.245
C -3.75385 -1.27368 4.27844  -0.389
C -5.06210 -1.42789 4.71538  -0.523
H -6.34681 -2.28698 6.20172  0.393
H -4.49392 -3.33253 7.45485  0.396
H -2.16708 -3.06983 6.66890  0.418
H -1.69403 -1.74325 4.63818  0.520
H -3.54610 -0.69279 3.38810  0.409
H -5.87499 -0.97010 4.16664  0.355
C 3.62864 4.58039 1.13955  -0.533
C 4.16617 5.78135 0.69821  -0.332
C 4.82295 5.84387 -0.52315  -0.602
C 4.93875 4.70602 -1.30912  -0.358
C 4.39986 3.50412 -0.86970  -0.701
C 3.74754 3.44117 0.35535  -0.263
H 3.12104 4.53156 2.09426  0.401
H 4.07476 6.67105 1.30745  0.569
H 5.24754 6.78014 -0.86068  0.378
H 5.45266 4.75497 -2.26007  0.397
H 4.49693 2.61386 -1.48020  0.493
H 3.33388 2.50164 0.70182  0.577
C 8.64948 8.43973 3.78072  -0.335
C 7.80516 8.81962 4.81472  -0.426
C 6.47896 8.41173 4.81412  -0.414
C 5.99873 7.61944 3.78087  -0.288
C 6.84267 7.23853 2.74734  0.036
C 8.16815 7.65018 2.74619  -0.580
H 9.68310 8.75973 3.78140  0.365
H 8.18133 9.43407 5.62195  0.358
H 5.82029 8.71106 5.61883  0.358
H 4.96431 7.29794 3.78364  0.336
H 6.46987 6.61775 1.94371  0.228
H 8.82601 7.35564 1.93886  0.361

***

> Which formula does entry 1 have?

C8H5N5O